230
Properties=species:S:1:pos:R:3:forces:R:3:mulliken_charge:R:1 method="wB97M-V/def2-TZVPD" largest_force_ha_per_bohr=0.072 homo_ha=-0.302 total_energy_ha=-4590.48589 orbital_gap_ha=0.32798 smiles="CCOC(=O)C(F)(F)F.COCCNCCOC.COCCNCCOC.COCCNCCOC.COCCNCCOC.COCCNCCOC.COCCNCCOC.COCCNCCOC.COCCNCCOC.COCCNCCOC"
C 5.681 0.321 -1.393 -0.8545 -1.2211 0.2525 -0.82
O 5.586 -0.451 -0.161 -0.3051 1.4507 0.0825 -0.47
C 5.178 0.330 0.995 1.0806 -0.4630 -0.7188 2.05
C 6.178 1.434 1.362 -1.1523 0.8050 -0.1443 -1.44
N 5.847 2.756 0.752 0.7595 -0.6052 -0.7639 0.63
C 6.876 3.827 0.913 -0.3293 -1.6188 0.7225 -0.70
C 8.078 3.632 -0.039 -1.0685 0.1673 -0.8465 -0.53
O 9.251 3.177 0.572 0.6032 -0.2222 0.0085 -0.35
C 10.355 2.749 -0.255 -0.2152 0.4990 1.2466 -0.76
H 5.559 -0.448 -2.156 0.5534 0.0016 -0.2309 0.36
H 6.603 0.888 -1.523 0.0197 -0.1023 0.2754 0.17
H 4.814 0.959 -1.568 -0.0153 0.3685 0.5186 0.22
H 5.169 -0.365 1.834 0.0321 -0.3306 -0.1172 -0.55
H 4.151 0.679 0.893 -0.0952 0.3469 -0.2934 -0.94
H 7.179 1.070 1.128 0.0821 0.3108 -0.2433 0.33
H 6.101 1.476 2.449 0.3304 0.3180 0.4729 0.72
H 4.935 3.065 1.056 0.1446 0.1469 0.1066 -0.44
H 7.124 3.777 1.973 0.9567 0.2947 0.1466 0.50
H 6.464 4.828 0.784 -0.4037 -0.3070 -0.3107 0.39
H 8.127 4.563 -0.604 1.0234 0.5904 0.2241 0.48
H 7.774 2.974 -0.853 -0.2010 -0.6872 0.1352 0.15
H 10.942 3.592 -0.620 -0.3597 0.2394 -0.4760 0.31
H 10.105 2.039 -1.043 -0.3370 0.1377 -0.0768 0.29
H 11.038 2.272 0.448 -0.1431 -0.2941 -0.0228 0.26
C -3.712 2.200 -5.445 -1.1386 0.0531 -1.1472 -1.16
O -3.466 0.847 -5.728 2.4022 0.0193 2.3008 0.39
C -4.179 0.268 -6.773 0.0841 0.8455 0.6478 -0.81
C -3.708 -1.185 -6.891 -0.1123 0.9724 -0.3416 -0.58
N -3.712 -1.795 -5.626 -0.6877 -1.1695 2.0626 -0.12
C -2.937 -3.057 -5.551 -0.9618 1.6200 0.3397 -0.61
C -2.774 -3.616 -4.155 0.7877 -1.2402 0.6570 -0.76
O -1.583 -3.129 -3.535 0.9756 -0.1996 -0.1498 -0.15
C -1.039 -3.788 -2.348 -1.0227 0.9729 -0.4509 -0.73
H -2.988 2.718 -4.816 0.3966 -0.6600 -0.2200 0.21
H -4.691 2.354 -4.992 -0.3087 -0.2434 0.3490 0.31
H -3.817 2.674 -6.421 0.3494 0.7315 -0.1071 0.43
H -3.916 0.900 -7.621 -0.5219 -0.4121 -0.8403 0.46
H -5.194 0.448 -6.419 -0.8158 -0.7662 -0.9707 0.34
H -2.656 -1.180 -7.175 0.1945 0.2316 -1.2489 0.27
H -4.369 -1.719 -7.574 0.2948 -0.0641 -0.3865 0.36
H -3.408 -1.098 -4.961 0.3028 -0.2228 0.3236 -0.01
H -1.936 -2.881 -5.945 0.2970 -0.3376 -0.3049 0.32
H -3.500 -3.767 -6.155 0.2927 -0.1945 -0.1192 0.35
H -2.685 -4.692 -4.302 0.2833 -0.3923 0.0356 0.46
H -3.639 -3.546 -3.495 -0.2794 0.6595 -0.0301 0.34
H -0.039 -3.439 -2.090 -0.2326 0.7753 -0.4716 0.18
H -0.860 -4.862 -2.379 -0.8139 -0.2888 -0.4926 0.44
H -1.719 -3.475 -1.555 0.2234 -0.5863 0.3994 0.17
C -2.462 0.146 8.016 0.0719 0.6503 0.1242 -0.68
O -1.465 -0.082 7.038 0.7991 -0.2516 1.3145 -0.36
C -1.818 0.416 5.789 0.0150 0.1210 -1.8457 -0.89
C -0.645 0.525 4.769 0.4863 -0.7340 1.8504 0.16
N 0.325 1.554 5.184 -0.2896 0.2797 -0.8141 -0.30
C 1.180 1.225 6.302 1.1122 -0.4788 -0.2890 -1.04
C 2.250 0.143 5.991 1.1625 -0.4703 1.3851 -0.56
O 3.292 0.633 5.119 -1.7620 1.4169 -1.1412 -0.28
C 4.268 -0.247 4.670 0.5740 -0.4958 0.7920 -0.48
H -3.439 -0.267 7.764 -0.0716 -0.1336 -0.3453 0.15
H -2.560 1.222 8.164 -0.2920 0.2678 -0.1005 0.36
H -2.198 -0.232 9.004 0.4929 -0.4101 -0.3226 0.29
H -2.209 1.433 5.822 -0.4936 0.1026 0.3923 0.30
H -2.544 -0.312 5.427 -0.4603 0.3622 -0.6452 0.43
H -0.960 0.717 3.743 -0.4707 0.2527 0.2827 0.36
H -0.171 -0.456 4.741 0.1055 -0.3880 -0.1087 0.10
H 0.950 1.678 4.400 0.0320 0.3388 -0.2689 0.13
H 0.544 1.028 7.165 0.3875 -0.5810 -0.0453 0.44
H 1.809 2.071 6.580 -0.2789 0.4843 -0.1792 0.34
H 1.870 -0.855 5.770 -0.2653 0.0630 -0.9821 0.37
H 2.830 -0.071 6.889 -0.3032 0.0736 0.7936 0.58
H 3.905 -1.064 4.046 -0.1491 -0.2573 0.2268 0.44
H 4.818 -0.576 5.551 -0.0052 -0.9296 0.1718 0.49
H 5.073 0.231 4.112 -0.4861 0.7190 -0.2934 -0.27
C 2.304 0.368 -2.799 -0.8628 -1.0823 -0.4977 -0.16
O 2.339 1.639 -2.254 1.9200 1.0488 0.1666 0.42
C 2.788 2.634 -3.204 -2.3555 1.6360 0.2879 -0.32
C 2.721 4.061 -2.517 0.2685 -1.2468 -0.4592 -0.59
N 3.967 4.442 -1.873 0.2161 -0.3969 0.5456 -0.14
C 3.916 5.682 -1.125 0.1279 -0.4691 1.0136 -0.91
C 3.112 5.609 0.240 0.5711 -0.1781 -1.0365 -0.57
O 3.661 4.606 1.173 -0.4291 1.2762 -1.3426 -0.25
C 2.715 4.297 2.157 -0.5231 -0.4311 0.7844 -0.82
H 2.118 -0.353 -2.002 0.1436 0.0311 0.1266 -0.08
H 3.158 0.045 -3.393 0.5648 0.2948 0.2441 0.33
H 1.473 0.276 -3.499 -0.3537 0.0293 -0.1805 -0.42
H 1.979 2.636 -3.934 -0.2214 0.2545 -0.3890 0.01
H 3.657 2.466 -3.839 0.6818 -0.4967 0.8644 0.29
H 1.891 4.003 -1.813 -0.3396 -0.0581 0.0722 0.11
H 2.465 4.826 -3.250 0.0312 -0.1173 -0.2366 0.60
H 4.125 3.766 -1.140 0.5279 -0.7154 -0.1191 0.00
H 3.627 6.466 -1.824 -0.6615 0.2888 0.4669 0.49
H 4.929 5.959 -0.832 0.2643 -0.1457 -0.0478 0.30
H 2.074 5.346 0.039 -0.1284 0.0356 0.1107 0.43
H 3.174 6.618 0.648 -0.1487 -0.0639 0.5123 0.37
H 2.508 5.100 2.864 0.0472 0.4615 -0.1905 0.47
H 3.041 3.475 2.794 0.5491 -0.1676 -0.2227 0.23
H 1.765 3.963 1.740 -0.1385 0.2058 -0.2792 0.22
C 3.219 -3.009 -0.615 0.2854 -0.0130 -0.0025 -0.40
O 3.180 -4.034 0.352 0.3358 -0.8310 0.5390 -0.34
C 3.637 -3.684 1.665 1.5525 0.5977 -1.0223 0.40
C 5.206 -3.521 1.653 -0.8311 -0.0352 0.7016 -0.62
N 5.743 -3.117 2.968 0.7354 1.0376 -1.0204 -0.05
C 7.153 -2.682 2.813 0.3894 -0.4797 2.1403 -0.53
C 7.767 -2.255 4.200 -0.4102 -0.7903 -0.6065 -0.66
O 7.804 -3.378 5.091 -1.8279 -0.5203 -0.8608 -0.32
C 8.133 -3.125 6.428 1.6494 0.9380 -0.5453 -0.75
H 4.199 -2.547 -0.738 0.0263 0.3624 0.5376 0.26
H 2.441 -2.302 -0.328 0.0631 0.5429 -0.4926 -0.13
H 3.054 -3.436 -1.604 -0.6085 -0.2290 0.1781 0.36
H 3.258 -4.432 2.361 0.1814 -0.1112 -0.1159 0.39
H 3.254 -2.705 1.952 -0.3240 0.1718 0.1365 -0.35
H 5.459 -2.724 0.954 -0.2094 0.2987 0.1167 -0.10
H 5.700 -4.380 1.199 -0.0825 -0.6097 0.2582 0.37
H 5.699 -3.798 3.712 -0.0767 -0.3602 -0.2445 0.29
H 7.271 -1.841 2.129 -0.3369 0.0303 -0.0573 0.24
H 7.794 -3.494 2.470 0.0547 -0.2279 -0.3893 0.42
H 7.145 -1.435 4.558 0.0326 0.0800 0.5066 0.22
H 8.805 -1.943 4.084 0.0610 0.4336 -0.2699 0.47
H 7.559 -2.355 6.942 -0.6339 -0.1889 -0.0863 0.28
H 9.133 -2.702 6.334 0.5242 0.1506 0.7446 0.32
H 8.228 -4.045 7.005 -0.4305 -0.0082 -0.2572 0.25
C -10.001 -0.632 1.917 1.3883 -0.3793 -0.1732 -0.78
O -8.860 -0.500 1.008 -0.8884 0.1087 -0.2932 -0.38
C -7.549 -0.675 1.541 0.4774 -0.5099 1.1514 -0.26
C -6.398 -0.173 0.664 -1.4194 -0.1331 -2.0571 0.78
N -6.591 -0.795 -0.702 1.3107 0.4913 0.7845 -0.39
C -5.855 -0.135 -1.797 -1.0081 -0.4072 -0.2174 0.04
C -6.437 -0.564 -3.164 1.5216 0.1867 1.3077 -0.36
O -7.805 -0.398 -3.208 -1.1575 0.2992 0.0024 -0.35
C -8.325 -0.524 -4.518 -0.1643 0.1697 0.4828 -0.74
H -10.057 -1.628 2.357 0.8410 -0.0746 0.6856 0.28
H -10.993 -0.668 1.467 0.4206 0.8987 -1.0817 0.31
H -9.936 0.185 2.635 -0.1818 -0.2540 0.2927 0.29
H -7.317 -1.725 1.722 -0.3930 -0.5518 -0.2751 0.24
H -7.448 -0.259 2.544 -0.2596 0.5873 0.0921 0.29
H -5.418 -0.413 1.078 -0.1830 -0.3903 0.1608 -0.52
H -6.396 0.912 0.563 -0.3012 0.2208 0.1066 -0.25
H -7.581 -0.777 -0.899 -0.0899 0.1443 -0.1674 0.50
H -4.791 -0.365 -1.853 -0.0247 -0.5482 0.3800 -0.22
H -5.849 0.953 -1.725 -0.4390 0.4647 0.1257 0.24
H -6.147 -1.606 -3.301 -0.0671 -0.2390 -0.3776 0.37
H -5.909 0.066 -3.881 -0.0303 -0.0351 -0.5587 0.13
H -7.953 0.304 -5.121 0.2887 -0.1868 -0.4211 0.26
H -9.409 -0.415 -4.501 0.0117 -0.0732 0.3386 0.27
H -8.091 -1.512 -4.915 0.1962 0.0518 -0.3571 0.32
C -4.582 2.763 1.094 0.3682 0.0616 0.0203 -0.98
O -4.828 2.255 2.395 -0.3089 0.9819 0.8625 0.09
C -5.600 3.198 3.209 0.0278 -0.4133 -0.4925 -0.84
C -5.845 2.685 4.617 -0.1689 -0.9732 -1.0842 -0.46
N -6.566 1.410 4.530 -0.3399 0.1551 0.6428 -0.06
C -6.686 0.755 5.841 -0.7312 -0.0846 -0.8187 -0.58
C -7.267 -0.673 5.812 2.0703 1.0452 1.0224 -0.71
O -6.217 -1.543 5.342 -2.0859 -0.0923 -1.1149 -0.15
C -6.806 -2.797 4.946 1.3481 0.1164 0.4648 -0.80
H -4.162 3.769 1.124 -0.1469 0.2630 0.1384 0.43
H -5.467 2.751 0.458 -0.2213 0.1474 0.0913 0.38
H -3.822 2.167 0.589 -0.0904 -0.3387 0.2706 0.11
H -6.553 3.362 2.707 -0.2413 -0.0982 -0.0456 0.38
H -5.143 4.183 3.306 0.5929 0.0127 -0.3450 0.41
H -6.440 3.435 5.138 -0.0794 -0.0250 0.0982 0.40
H -4.892 2.570 5.134 0.2966 0.0511 0.2217 0.22
H -6.074 0.820 3.873 0.1777 -0.1912 0.0389 -0.17
H -7.393 1.324 6.445 0.0288 0.3212 0.0724 0.41
H -5.720 0.779 6.345 0.1668 -0.3646 0.3395 0.23
H -8.252 -0.721 5.348 0.2763 -0.2215 -0.7399 0.35
H -7.420 -0.913 6.865 -0.2476 -0.2345 0.2595 0.53
H -7.217 -3.255 5.845 -0.2318 -0.3153 -0.1004 0.35
H -5.970 -3.389 4.571 -0.0871 -0.1852 0.1202 0.24
H -7.545 -2.756 4.146 -0.1708 0.4924 0.0637 0.24
C 1.864 4.246 -9.615 -1.4792 0.0252 -0.1456 -0.68
O 1.261 4.656 -8.389 -0.1770 0.0567 1.0712 -0.36
C -0.169 4.385 -8.141 1.2561 -1.3296 -1.1614 -0.64
C -0.413 2.871 -7.801 0.4269 1.1645 0.2005 -0.20
N 0.241 2.477 -6.530 -1.1007 0.2831 -1.6772 -0.21
C 0.153 1.027 -6.386 0.4637 0.0459 1.6390 1.42
C 1.239 0.213 -7.066 -0.9933 -0.6957 -0.2456 -0.80
O 2.447 0.318 -6.361 0.0997 0.4951 0.8743 -0.12
C 3.384 -0.718 -6.486 0.1318 -0.2055 -1.0251 -0.95
H 1.471 3.271 -9.905 0.2162 -0.2295 -0.1353 0.28
H 2.954 4.222 -9.602 -0.1129 -0.0278 0.7573 0.25
H 1.602 4.948 -10.407 -0.1675 0.1396 -0.1895 0.29
H -0.702 4.654 -9.053 -0.2403 -0.1155 -0.1515 0.40
H -0.522 5.062 -7.363 0.4564 -0.1884 0.1845 0.30
H -0.072 2.233 -8.616 0.3454 0.0995 -0.4460 0.25
H -1.481 2.652 -7.781 -0.2055 0.2818 0.4529 0.02
H 1.213 2.713 -6.672 0.3587 0.1317 0.3000 0.33
H -0.840 0.606 -6.539 -0.1577 0.4280 -0.7384 -0.75
H 0.218 0.909 -5.304 0.4679 -0.6119 0.1734 -0.71
H 1.317 0.475 -8.122 0.5020 0.5899 -0.2604 0.33
H 0.863 -0.806 -7.159 0.2100 -0.5313 0.5577 0.56
H 3.197 -1.643 -5.940 -0.6510 0.0466 0.3677 0.30
H 4.369 -0.380 -6.164 -0.1291 0.3237 -0.0764 0.27
H 3.421 -0.995 -7.539 0.4049 -0.1733 -0.2092 0.40
C -0.855 -7.780 3.189 -1.1139 0.3907 -1.2750 -0.80
O -0.821 -6.830 2.086 -0.5909 -0.6538 0.6954 -0.30
C 0.440 -6.520 1.559 1.1792 -0.1468 -0.0261 -0.90
C 0.410 -5.673 0.236 -0.0717 0.1703 1.4090 -0.80
N 0.232 -4.215 0.382 -1.6650 -1.5218 0.1351 0.92
C -0.708 -3.888 1.477 -0.2956 1.7788 -0.4199 -1.37
C -1.324 -2.474 1.179 1.1120 -0.6626 0.7121 0.61
O -1.793 -1.955 2.401 -1.0227 1.8329 0.4465 -0.55
C -2.859 -0.942 2.275 0.0422 -1.7809 0.5347 -0.80
H -0.590 -8.787 2.869 0.4972 0.0184 -0.1570 0.32
H -1.921 -7.840 3.407 0.0181 0.0620 0.1974 0.26
H -0.349 -7.524 4.120 0.4362 0.4707 -0.2832 0.30
H 0.993 -7.428 1.319 -0.0536 -0.4826 -0.2223 0.60
H 1.013 -6.107 2.390 0.4234 0.7299 -0.1275 0.36
H -0.398 -6.153 -0.318 -0.2101 0.3628 -0.3372 0.27
H 1.342 -5.799 -0.315 0.0141 -0.3228 0.1452 0.49
H 1.131 -3.795 0.568 -0.0113 -0.1655 0.1971 -0.45
H -0.154 -3.963 2.413 -0.1646 0.7002 0.4044 0.28
H -1.605 -4.474 1.676 0.4325 -0.9371 -0.8401 0.47
H -2.124 -2.536 0.443 -0.1105 -0.2230 -0.0873 0.45
H -0.535 -1.849 0.760 0.0667 0.3452 -0.1330 -0.50
H -3.755 -1.504 2.011 -0.1122 0.1503 -0.7682 0.66
H -2.677 -0.095 1.613 0.3365 -0.2209 -0.2299 0.32
H -3.164 -0.564 3.250 0.7820 0.0456 0.2389 0.10
C 1.424 0.214 1.818 -0.1541 0.5606 0.6309 0.31
C 1.010 1.395 0.936 0.5614 -0.5625 -0.0368 0.18
O 0.152 0.814 -0.047 -0.9454 -0.5065 -1.1820 0.40
C -0.628 1.513 -0.850 -0.2926 3.6729 -0.0913 -0.01
O -0.727 2.741 -0.947 0.5843 -2.5477 0.5915 -0.67
C -1.589 0.665 -1.709 0.5862 -0.2277 -0.3471 0.72
F -2.834 0.701 -1.189 0.5075 0.0422 -0.1999 -0.06
F -1.650 1.062 -2.998 -0.0525 0.2438 0.9296 -0.26
F -1.140 -0.572 -1.714 -0.2916 -1.0407 -0.0442 -0.03
H 1.906 -0.610 1.292 -0.0521 0.2752 -0.4719 -0.88
H 0.588 -0.219 2.367 -0.1135 0.0830 -0.0366 -0.29
H 2.155 0.571 2.543 0.0453 0.0372 0.2141 0.48
H 1.908 1.793 0.463 -0.1267 0.1565 -0.3760 -0.30
H 0.482 2.226 1.405 -0.0267 -0.2436 0.3603 0.35